Entry 1:
Here is 2 unconnected molecules or ions with the total composition C5H10O from the OMol25 dataset. Energies are from ωB97M-V with the def2-TZVPD basis set.

ORCA input file:
```
! wB97M-V def2-TZVPD RIJCOSX def2/J DEFGRID3
* xyz 0 1
O -1.660 -0.310 -1.952
C 0.927 0.140 0.651
C -1.105 0.130 1.178
C -0.243 1.092 0.831
C 1.577 0.057 -0.724
C -0.094 -0.987 1.023
H -0.325 2.173 0.734
H 1.696 0.267 1.425
H 0.823 -0.109 -1.503
H -1.489 0.133 -1.109
H 0.141 -1.556 1.929
H -2.206 0.314 -2.442
H 2.297 -0.769 -0.760
H -0.306 -1.684 0.204
H -2.152 0.129 1.473
H 2.119 0.981 -0.957
*
```

- Calculated total energy: -271.693500 Eh
- Orbital gap: 10.7 eV
- SMILES: C[C@H]1C=CC1.O
- E_LUMO: 1.02 eV

Which charges does natural (NBO) predict for the atoms? In e, they are: -0.952, -0.232, -0.205, -0.196, -0.617, -0.429, 0.206, 0.203, 0.225, 0.477, 0.209, 0.467, 0.210, 0.217, 0.210, 0.207



Entry 2:
Here is 3 unconnected molecules or ions with the total composition C22H42N2O4S in a non-equilibrium geometry from the OMol25 dataset. Energies are from ωB97M-V with the def2-TZVPD basis set.

ORCA input file:
```
! wB97M-V def2-TZVPD RIJCOSX def2/J DEFGRID3
* xyz 0 1
S -2.214 -0.857 0.462
O -1.736 -2.152 0.137
O -1.508 -0.175 1.490
O -3.734 -0.966 0.956
O -4.907 2.434 0.422
N 4.683 -0.151 -1.059
N 1.054 -5.852 4.789
C 1.369 3.061 1.848
C -2.331 0.094 -1.038
C 1.406 0.985 -1.652
C 0.743 4.459 -0.242
C 0.343 3.959 1.144
C 5.188 -3.774 -1.728
C -4.386 4.496 -0.772
C 0.207 0.494 -0.828
C 4.778 -3.515 -0.282
C -5.341 3.303 -0.610
C -4.384 1.200 -0.042
C -0.291 -4.983 1.420
C -4.283 0.337 1.199
C 0.580 3.440 -1.376
C 1.131 -4.471 1.613
C 1.481 -5.672 3.744
C -0.992 0.266 -1.752
C -3.077 1.406 -0.791
C 2.019 -5.442 2.401
C 3.737 -2.399 -0.147
C 4.260 -1.131 -0.663
C 1.772 2.463 -1.440
H 4.324 -4.042 -2.339
H -0.869 -4.273 0.831
H 5.661 -2.897 -2.171
H -6.325 3.679 -0.347
H 1.585 -4.299 0.634
H 2.087 -6.401 1.885
H -0.801 -0.542 -2.443
H -5.271 0.188 1.604
H 2.831 -2.652 -0.701
H 3.029 -5.041 2.499
H 2.371 2.753 -2.296
H -3.710 0.863 1.958
H -0.295 -5.943 0.899
H 3.462 -2.258 0.898
H -0.803 -5.109 2.375
H 5.664 -3.260 0.303
H 2.365 3.332 1.519
H 2.268 0.408 -1.332
H -5.151 0.761 -0.682
H -0.631 3.475 1.121
H -0.385 2.948 -1.348
H 1.334 3.129 2.926
H -1.086 1.178 -2.333
H -4.917 5.430 -0.882
H 4.366 -4.432 0.145
H -3.713 4.325 -1.605
H 1.233 2.040 1.515
H -2.976 -0.483 -1.693
H 1.099 -3.508 2.125
H -5.439 2.803 -1.572
H -2.443 2.173 -0.359
H 1.776 4.799 -0.246
H 0.212 4.837 1.770
H 0.424 -0.449 -0.340
H 2.434 2.536 -0.591
H -0.044 1.190 -0.040
H -3.782 4.584 0.124
H -3.343 1.754 -1.785
H 1.255 0.783 -2.709
H 0.134 5.335 -0.446
H 5.905 -4.593 -1.780
H 0.598 4.021 -2.292
*
```

- Calculated total energy: -1672.075768 Eh
- Orbital gap: 10.8 eV
- SMILES: CCCCCCCC[C@@H]1C[C@H](OCC)COS1(=O)=O.CCCC#N.CCCC#N
- E_LUMO: 0.44 eV

Which charges does Mulliken predict for the atoms? In e, they are: 1.394, -0.691, -0.662, -0.412, -0.496, -0.487, -0.426, -1.218, 0.096, 0.183, -1.162, 0.096, -1.267, -1.112, -0.124, -0.313, -0.333, 0.414, -1.187, -0.994, 0.210, 0.126, 0.139, -1.472, -0.674, -0.412, -0.085, 0.056, -0.837, 0.314, 0.214, 0.348, 0.447, 0.044, 0.352, 0.309, 0.382, 0.245, 0.217, 0.384, 0.426, 0.338, 0.331, 0.372, 0.348, 0.333, -0.917, 0.275, -0.060, -0.354, 0.361, 0.477, 0.392, 0.129, 0.259, 0.245, 0.671, 0.255, 0.287, -0.249, 0.369, 0.415, 0.526, 0.413, 0.072, 0.267, 0.618, 0.527, 0.451, 0.379, 0.438



Entry 3:
Here is a molecular structure, C45H35BeBrINO5P2Se in a non-equilibrium geometry from the OMol25 dataset. Energies are from ωB97M-V with the def2-TZVPD basis set.

ORCA input file:
```
! wB97M-V def2-TZVPD RIJCOSX def2/J DEFGRID3
* xyz 0 1
I -2.115 1.824 -1.648
Br 3.854 3.959 -0.633
Se -0.003 4.321 -0.693
P -1.408 0.438 1.190
P 1.480 -0.425 -1.583
O -0.301 3.105 0.407
O -1.249 4.691 -1.558
O 1.090 0.772 -0.745
O 1.109 3.381 -1.527
O 0.706 5.545 -0.017
N 2.108 2.733 1.083
C -1.678 1.624 3.763
C 0.232 0.514 -3.864
C 4.122 0.445 -1.392
C 1.504 3.534 3.253
C -2.751 -0.212 -1.774
C -0.215 -2.539 3.925
C 5.829 -0.193 -2.952
C 1.312 -1.965 -0.641
C 0.868 -0.806 2.088
C -2.268 2.513 4.648
C -2.166 1.503 2.465
C -2.963 -0.713 -3.035
C -0.118 -3.613 0.359
C 1.152 -2.542 3.712
C 2.896 4.863 1.852
C -4.526 -2.209 1.458
C -0.394 0.378 -5.091
C -0.722 -0.880 -5.573
C -3.982 -2.683 -2.160
C 2.190 4.721 3.029
C -0.514 -0.802 2.272
C 2.265 -3.905 0.394
C -0.427 -2.006 -4.822
C -3.227 2.310 2.059
C -3.525 -1.977 -3.236
C -3.115 -0.964 -0.627
C 0.515 -0.615 -3.105
C -2.901 -0.561 0.725
C 2.820 3.837 0.920
C -3.850 -2.166 -0.854
C -3.337 3.295 4.244
C -1.038 -1.688 3.206
C -3.695 -1.108 1.707
C 3.204 -0.318 -2.100
C -4.511 -2.792 0.224
C 0.995 -4.364 0.707
C 0.190 -1.879 -3.591
C 0.039 -2.419 -0.319
C 1.692 -1.667 2.787
C 2.429 -2.706 -0.280
C 4.916 -0.977 -3.644
C -3.809 3.199 2.943
C 3.605 -1.041 -3.217
C 1.485 2.583 2.257
C 5.436 0.509 -1.824
Be 0.883 2.278 -0.397
H -3.803 3.978 4.942
H -4.632 3.822 2.623
H 3.134 -4.489 0.663
H 2.757 -1.653 2.610
H -3.602 2.232 1.047
H 3.794 0.982 -0.518
H -4.504 -3.619 -2.294
H 3.461 5.754 1.628
H 2.173 5.517 3.756
H 6.849 -0.134 -3.298
H 2.879 -1.647 -3.740
H 0.418 -2.759 -3.007
H -3.673 -0.681 2.699
H 0.520 1.487 -3.498
H -1.111 -3.959 0.601
H -5.122 -2.624 2.259
H -5.045 -3.710 0.030
H -2.096 -1.724 3.398
H -1.215 -0.988 -6.529
H 0.950 3.361 4.162
H -3.663 -2.338 -4.246
H 1.790 -3.214 4.264
H 1.301 -0.127 1.368
H -0.846 1.014 4.091
H 6.146 1.123 -1.291
H 3.421 -2.349 -0.527
H 5.219 -1.526 -4.524
H -1.888 2.596 5.658
H -0.678 -2.985 -5.199
H -0.818 -1.829 -0.612
H -0.648 -3.198 4.665
H 0.904 1.684 2.364
H -0.633 1.260 -5.662
H 0.870 -5.306 1.224
H -2.725 -0.093 -3.882
*
```

- Calculated total energy: -8137.467804 Eh
- Orbital gap: 7.7 eV
- E_LUMO: 0.03 eV

Which charges does Mulliken predict for the atoms? In e, they are: 0.289, -0.061, 1.280, 1.646, 2.259, 0.197, -0.791, 1.153, -0.422, -0.646, 0.343, -0.695, -0.750, -0.410, -1.230, 0.218, -0.863, -0.521, -0.200, 0.338, -0.737, 0.883, -0.622, -1.028, -0.984, -0.736, -1.045, -0.880, -0.567, -1.125, -0.419, 0.695, -0.887, -0.821, -0.517, -0.874, -0.650, 0.940, 1.636, 0.189, 1.018, -0.579, -0.510, -1.279, -0.232, -1.118, -0.786, -0.057, 0.578, -0.636, -0.877, -0.812, -0.736, -0.543, 0.067, -1.011, -1.333, 0.383, 0.439, 0.411, 0.514, 0.267, 0.623, 0.405, 0.446, 0.419, 0.400, 0.430, 0.412, 0.711, 0.562, 0.516, 0.432, 0.410, 0.444, 0.392, 0.450, 0.514, 0.386, -0.181, 0.478, 0.468, 0.471, 0.437, 0.436, 0.459, 0.161, 0.407, 0.526, 0.465, 0.402, 0.767



Entry 4:
Here is a single C11H14Cl2N3O4P molecule in a non-equilibrium geometry from the OMol25 dataset. Energies are from ωB97M-V with the def2-TZVPD basis set.

ORCA input file:
```
! wB97M-V def2-TZVPD RIJCOSX def2/J DEFGRID3
* xyz 0 1
Cl 1.819 -4.211 0.981
Cl -3.407 -2.237 2.064
P 0.953 0.178 0.935
O 2.379 0.626 0.966
O -1.417 1.635 -5.776
O 0.392 -0.188 -0.526
O -1.873 -0.352 -5.048
N -0.015 1.399 1.529
N 0.709 -1.105 2.063
N -1.442 0.821 -4.893
C 2.609 -2.655 1.389
C -0.888 2.990 -1.820
C -0.454 0.324 -2.653
C -0.005 2.499 0.517
C -1.823 -1.550 2.510
C -0.522 -1.932 1.866
C -1.302 2.540 -3.102
C -1.030 1.222 -3.574
C -0.374 2.056 -0.917
C 1.985 -1.820 2.435
C -0.175 0.783 -1.328
H -0.809 3.155 0.941
H -0.774 -2.135 0.798
H 0.966 2.861 0.479
H 1.874 -2.420 3.337
H -0.942 4.044 -1.696
H 2.841 -1.083 2.544
H 2.631 -2.011 0.399
H -0.373 -2.910 2.328
H -1.681 -1.443 3.626
H 3.636 -2.960 1.576
H -1.692 3.307 -3.797
H -0.146 -0.656 -2.953
H -1.989 -0.451 2.351
H 0.341 1.679 2.447
*
```

- Calculated total energy: -2154.472098 Eh
- Orbital gap: 9.0 eV
- SMILES: O=[N+]([O-])c1ccc2c(c1)O[P@](=O)(N(CCCl)CCCl)NC2
- E_LUMO: -0.81 eV

Which charges does natural (NBO) predict for the atoms? In e, they are: -0.087, -0.028, 2.402, -1.109, -0.336, -0.783, -0.384, -0.978, -0.771, 0.506, -0.387, -0.175, -0.211, -0.253, -0.405, -0.262, -0.191, 0.044, -0.091, -0.252, 0.359, 0.228, 0.210, 0.218, 0.217, 0.232, 0.263, 0.227, 0.220, 0.213, 0.232, 0.243, 0.254, 0.219, 0.417



Entry 5:
Here is 3 unconnected molecules or ions with the total composition C4H10O4 in a non-equilibrium geometry from the OMol25 dataset. Energies are from ωB97M-V with the def2-TZVPD basis set.

ORCA input file:
```
! wB97M-V def2-TZVPD RIJCOSX def2/J DEFGRID3
* xyz -1 2
O 3.266 -0.468 0.637
O -0.588 -1.963 -0.471
O -2.798 1.253 -0.386
O -2.088 -0.648 1.254
C 0.415 -1.049 -0.820
C 0.445 0.205 0.076
C 2.973 0.634 0.156
C 1.658 1.027 -0.196
H 1.397 -1.517 -0.828
H 1.553 2.010 -0.644
H -2.829 -0.841 1.856
H -2.562 0.549 0.349
H 0.185 -0.674 -1.832
H -0.444 0.814 -0.052
H -1.122 -1.632 0.303
H 3.790 1.363 0.017
H -3.713 1.066 -0.540
H 0.461 -0.130 1.120
*
```

- Calculated total energy: -459.342671 Eh
- Orbital gap (spin up / spin down): 8.1 / 6.3 eV
- E_LUMO (spin up / spin down): 3.64 / 1.88 eV

Which charges does natural (NBO) predict for the atoms? In e, they are: -0.534, -0.781, -1.047, -1.269, -0.022, -0.523, 0.239, -0.057, 0.157, 0.177, 0.427, 0.516, 0.135, 0.258, 0.531, 0.098, 0.439, 0.256



Entry 6:
Here is a single CH5OPS molecule in a non-equilibrium geometry from the OMol25 dataset. Energies are from ωB97M-V with the def2-TZVPD basis set.

ORCA input file:
```
! wB97M-V def2-TZVPD RIJCOSX def2/J DEFGRID3
* xyz 0 1
S 0.600 0.863 0.515
P -1.593 -0.567 0.444
O -2.831 0.237 -0.212
C 1.943 -0.077 -0.264
H -1.685 0.055 1.625
H 2.209 0.192 -1.227
H 1.605 -1.073 -0.159
H -3.063 0.241 -1.220
H 2.816 0.130 0.497
*
```

- Calculated total energy: -855.828206 Eh
- Orbital gap: 8.4 eV
- SMILES: CSPO
- E_LUMO: -0.08 eV

Which charges does natural (NBO) predict for the atoms? In e, they are: -0.228, 0.874, -1.011, -0.726, -0.083, 0.206, 0.218, 0.528, 0.223